No. 1
Here is a cluster of 11 separate species, C74H72O30 in total from the OMol25 dataset. Energies are from ωB97M-V with the def2-TZVPD basis set.

Element x y z (Å)
C 25.2604 14.2992 19.8252
C 25.6670 12.9714 19.9519
C 24.7575 12.0596 20.4173
C 23.4802 12.4875 20.7994
C 23.1153 13.8226 20.7437
C 24.0316 14.7411 20.1514
C 21.7416 14.1886 21.0624
O 21.4197 15.3307 20.8423
C 20.7977 13.2055 21.6003
C 19.5081 13.6763 21.9782
C 18.6315 12.7115 22.4774
C 18.9560 11.3343 22.4410
C 20.2311 10.9440 22.0806
C 21.1660 11.8647 21.6373
C 22.4925 11.4792 21.2768
O 22.8248 10.3055 21.3717
H 26.0027 14.9747 19.4788
H 26.6761 12.6392 19.6930
H 24.9080 11.0286 20.5590
H 23.7302 15.7388 19.8539
H 19.3350 14.7358 21.8799
H 17.6201 13.0374 22.8395
H 18.3496 10.5347 22.8752
H 20.5395 9.9206 22.2559
C 15.6721 22.3815 12.3941
C 14.6354 22.2317 13.3042
C 13.5133 23.0726 13.3119
C 13.4481 23.9824 12.2769
C 14.4038 24.0935 11.2693
C 15.5142 23.3007 11.3866
C 14.2528 25.1317 10.2135
O 15.1245 25.2723 9.3506
C 13.0954 26.0664 10.2544
C 12.9675 27.0782 9.3182
C 11.8195 27.7650 9.2679
C 10.7969 27.5599 10.2055
C 10.9649 26.6675 11.2331
C 12.1085 25.8856 11.1738
C 12.2764 24.8668 12.2604
O 11.5060 24.8788 13.1910
H 16.4589 21.6991 12.4827
H 14.8688 21.6044 14.1353
H 12.7130 23.2126 14.0234
H 16.2447 23.4985 10.6391
H 13.7461 27.2329 8.5948
H 11.5653 28.4410 8.4394
H 9.9060 28.1422 10.1010
H 10.2335 26.3859 11.9547
C 19.8839 18.6928 11.1234
C 18.9875 19.1884 12.0671
C 18.8779 18.7332 13.3523
C 19.7247 17.7373 13.7246
C 20.6016 17.2050 12.8102
C 20.6929 17.6335 11.4682
C 21.5360 16.0849 13.2351
O 22.2978 15.5291 12.4814
C 21.6940 15.7415 14.7047
C 22.7474 14.9467 15.1444
C 22.8352 14.6834 16.5141
C 21.8133 15.0454 17.4152
C 20.7545 15.8276 17.0039
C 20.6956 16.2242 15.6134
C 19.6419 17.1537 15.1314
O 18.8034 17.5447 15.9270
H 19.8505 19.0779 10.1279
H 18.3755 20.0247 11.8108
H 18.1746 19.1440 14.0437
H 21.4102 17.1416 10.7844
H 23.5501 14.6473 14.4703
H 23.7297 14.1320 16.8659
H 21.9058 14.8142 18.4786
H 20.0126 16.1172 17.7403
C 21.0687 11.5064 14.3981
C 20.9032 12.4036 13.1635
C 20.0521 11.7872 12.0835
O 19.2347 12.9130 11.5934
C 19.2247 13.8740 12.5500
O 18.3971 14.7302 12.5587
O 20.0546 13.5145 13.5074
H 21.6882 12.0243 15.1481
H 21.6064 10.6131 14.1795
H 20.1590 11.0949 14.8347
H 21.8695 12.7408 12.7864
H 19.4346 10.9792 12.4121
H 20.6787 11.4815 11.2413
C 19.4280 15.0608 8.9196
C 20.5965 14.1830 8.6296
C 21.6390 14.0040 9.7740
O 21.8703 12.6072 9.8064
C 20.9998 11.9942 9.0269
O 20.8964 10.7974 9.0154
O 20.2198 12.8159 8.3640
H 19.1867 15.7004 8.0835
H 19.6102 15.6416 9.8045
H 18.4989 14.4940 9.0083
H 21.0942 14.5132 7.7195
H 21.2476 14.3587 10.7219
H 22.5648 14.5161 9.5742
C 25.1976 15.1083 9.7056
C 24.5040 16.1444 10.5482
C 25.1888 17.4924 10.6077
O 24.7674 18.1712 9.3901
C 23.6112 17.6129 9.0943
O 22.8087 17.9610 8.2261
O 23.3527 16.5573 9.8617
H 26.1096 14.9193 10.2534
H 25.6217 15.4370 8.7701
H 24.5804 14.2204 9.6629
H 24.2786 15.7003 11.4762
H 26.2811 17.5183 10.5563
H 24.9134 18.0645 11.4802
C 29.5710 12.6224 14.7607
C 28.1135 12.3830 14.7752
C 27.2932 13.1301 15.8514
O 26.1373 13.6380 15.0743
C 26.5151 13.6737 13.7384
O 25.9493 14.2877 12.9288
O 27.6314 12.9407 13.5142
H 29.8313 13.6492 14.9570
H 30.0518 12.3187 13.8474
H 30.1178 12.0509 15.5213
H 27.8311 11.3358 14.8397
H 27.8212 13.9790 16.3005
H 26.9249 12.3882 16.5464
C 20.9973 25.4072 13.5912
C 20.3883 23.9316 13.3190
C 19.1317 24.0016 12.4706
O 19.2335 22.9101 11.5214
C 20.5274 22.5883 11.4418
O 20.9281 21.6793 10.6992
O 21.2507 23.2446 12.4152
H 21.2965 25.8866 12.6364
H 21.9916 25.3386 14.0659
H 20.3234 25.9394 14.2621
H 20.2336 23.4975 14.2791
H 19.0346 24.9538 11.9562
H 18.2425 23.7891 13.0742
C 22.8281 19.7970 14.4169
C 22.1062 19.5889 15.6951
C 22.7931 18.5848 16.6208
O 22.3920 19.0908 17.9018
C 22.1816 20.4419 17.8005
O 22.1468 21.1979 18.7330
O 22.0293 20.8187 16.5292
H 22.8347 18.8111 13.9517
H 23.8207 20.2546 14.5000
H 22.2070 20.4318 13.7699
H 21.1183 19.1882 15.4413
H 23.8833 18.6742 16.4876
H 22.4735 17.5676 16.5026
C 14.9393 17.2086 18.4532
C 15.9120 17.3312 17.3605
C 15.5491 16.6142 16.0342
O 15.9306 17.6351 15.0049
C 16.0853 18.8269 15.5626
O 16.2882 19.8640 14.9647
O 15.9781 18.7533 16.8734
H 15.1340 17.8056 19.3275
H 15.0110 16.2070 18.7936
H 13.9573 17.4378 18.1170
H 16.9240 17.0874 17.6861
H 14.4845 16.3893 15.9202
H 16.2234 15.7887 15.8486
C 13.9271 17.6844 11.7933
C 15.4422 17.8376 11.6990
C 16.3926 16.5953 11.7836
O 17.3398 16.7808 10.6774
C 16.8152 17.6283 9.8259
O 17.4060 18.0119 8.8236
O 15.6593 18.2014 10.2876
H 13.5193 17.0299 11.0099
H 13.5345 18.6771 11.5136
H 13.6053 17.2269 12.7644
H 15.7936 18.6511 12.3652
H 15.9067 15.6501 11.6092
H 16.9812 16.5685 12.6697

Its LUMO energy is -1.601 eV. The structure (SMILES) is O=C1c2ccccc2C(=O)c2ccccc21.O=C1c2ccccc2C(=O)c2ccccc21.O=C1c2ccccc2C(=O)c2ccccc21.C[C@H]1COC(=O)O1.C[C@H]1COC(=O)O1.C[C@H]1COC(=O)O1.C[C@H]1COC(=O)O1.C[C@H]1COC(=O)O1.C[C@H]1COC(=O)O1.C[C@H]1COC(=O)O1.C[C@H]1COC(=O)O1. As for the net charge: 0.


No. 2
Here is a cluster of 4 separate species, C6H12N in total from the OMol25 dataset. Energies are from ωB97M-V with the def2-TZVPD basis set.

Element x y z (Å)
C 5.2460 -2.4741 0.4286
C 4.5731 -2.1640 -0.6640
C 0.8655 3.4213 0.1166
C 0.8708 2.1934 -0.4943
C 0.5996 1.9776 -1.8319
C 1.1556 0.9363 0.3624
N 0.6867 -0.2145 0.4708
H 5.9879 -3.2314 0.6414
H 3.6324 -1.6233 -0.5888
H 4.8741 -2.0420 1.3552
H 4.5600 -2.7517 -1.5776
H -18.0935 -3.5946 3.2030
H 0.8652 3.5742 1.1881
H 0.6982 4.2207 -0.6010
H 0.6028 1.0044 -2.3020
H 0.5073 2.9400 -2.3351
H 2.1143 1.2055 0.8699
H -20.5394 -2.5911 2.1298
H 0.7935 -0.7870 -0.3711

Its LUMO energy is -8.159 eV. The energy relative to the best compared isomer or geometry (same formula, charge and spin) comes out at 1469.6 kJ/mol. As for the net charge: +1.